# 1
This record from OMol25 describes a molecular structure, C33H36CuN6O2S2. The level of theory is ωB97M-V/def2-TZVPD.

Results
Energy above the lowest of the compared OMol25 structures with the same formula, charge and spin   0.00 kcal per mole
Total charge   -1
Gap between HOMO and LUMO   6.681 eV

Atoms and positions in Å:
Cu1 0.80826 -0.98948 -0.75574
C1 2.67145 -1.07834 3.06532
C2 2.38246 -1.56652 1.66684
N1 1.17747 -1.66249 1.22307
N2 0.14666 -1.38660 2.11307
C3 -0.94723 -0.98519 1.55777
S1 -1.25111 -0.57402 -0.10098
S2 -2.26566 -0.94113 2.76364
C4 -3.56468 0.01294 1.96092
C5 -3.47010 1.52043 2.03414
C6 -4.62400 2.26715 1.80212
C7 -4.59502 3.65352 1.82153
C8 -3.40237 4.31696 2.07817
C9 -2.24792 3.58287 2.30602
C10 -2.28111 2.19434 2.28120
C11 3.51218 -1.97068 0.80500
C12 4.69084 -2.36582 1.45881
C13 5.81984 -2.80380 0.80046
C14 5.79911 -2.83262 -0.59663
C15 4.67771 -2.43720 -1.27963
C16 3.48427 -1.99815 -0.63404
O1 2.49448 -1.67198 -1.39068
H1 1.83182 -0.49720 3.43397
H2 3.57950 -0.47772 3.07778
H3 2.81096 -1.92081 3.74795
H4 -4.48596 -0.31488 2.44778
H5 -3.61791 -0.30297 0.91817
H6 -5.55765 1.75116 1.60270
H7 -5.50386 4.21480 1.64013
H8 -3.36887 5.39961 2.09256
H9 -1.31043 4.09196 2.48545
H10 -1.37258 1.62980 2.44933
H11 4.70843 -2.34826 2.54160
H12 6.69608 -3.11303 1.35536
H13 6.67350 -3.16226 -1.14786
H14 4.65277 -2.43856 -2.36309
C17 -2.57927 2.63431 -1.28420
N3 -1.30788 2.75823 -2.00952
N4 -0.18523 2.71372 -1.16391
C18 0.79845 1.86306 -1.69218
O2 1.90208 1.69603 -1.21015
C19 0.18646 1.29081 -2.87577
C20 -1.05332 1.79142 -2.98634
C21 -2.12380 1.39792 -3.94152
C22 0.05271 3.75163 -0.25592
C23 0.90585 3.52515 0.82530
C24 1.15336 4.54996 1.72296
C25 0.54410 5.79105 1.57656
C26 -0.31366 6.00344 0.50739
C27 -0.55466 4.99503 -0.41399
H15 -2.64988 3.42562 -0.54115
H16 -2.65665 1.66726 -0.78103
H17 -3.38973 2.76070 -1.99941
H18 0.63887 0.53190 -3.48991
H19 -1.69876 0.75398 -4.70777
H20 -2.58296 2.27116 -4.40902
H21 -2.90509 0.83278 -3.42889
H22 1.36535 2.55452 0.93717
H23 1.82021 4.36950 2.55679
H24 0.73475 6.58207 2.29056
H25 -0.79485 6.96550 0.37954
H26 -1.20760 5.16246 -1.25974
N5 -0.32813 -1.88884 -3.98347
C28 -0.20120 -2.70261 -3.16801
N6 -0.08962 -3.63210 -2.23733
C29 -1.28296 -4.07586 -1.52126
C30 -0.95688 -4.34233 -0.06044
C31 0.23318 -5.28826 0.06481
C32 1.44309 -4.68527 -0.64155
C33 1.14598 -4.40484 -2.10648
H27 -1.67410 -4.99052 -1.99231
H28 -2.03245 -3.29079 -1.61020
H29 -1.84349 -4.75382 0.42844
H30 -0.71825 -3.39288 0.42319
H31 -0.01645 -6.26192 -0.37775
H32 0.46348 -5.46362 1.11774
H33 2.30941 -5.34826 -0.58163
H34 1.70696 -3.74585 -0.15447
H35 1.04287 -5.35067 -2.65948
H36 1.94836 -3.81658 -2.54789

Forces on the atoms, in the same order (eV/Å):
-0.1 -0.2 0.0
0.0 0.0 0.0
0.0 0.0 0.0
0.0 0.1 0.0
0.0 0.0 0.0
0.0 0.0 0.0
0.0 0.0 0.0
0.0 0.0 0.0
0.0 0.0 0.0
0.0 0.0 0.0
0.0 0.0 0.0
0.0 0.0 0.0
0.0 0.0 0.0
0.0 0.0 0.0
0.0 0.0 0.0
0.0 0.0 0.0
0.0 0.0 0.0
0.0 0.0 0.0
0.0 0.0 0.0
0.0 0.0 0.0
0.0 0.0 0.0
0.0 0.1 0.0
0.0 0.0 0.0
0.0 0.0 0.0
0.0 0.0 0.0
0.0 0.0 0.0
0.0 0.0 0.0
0.0 0.0 0.0
0.0 0.0 0.0
0.0 0.0 0.0
0.0 0.0 0.0
0.0 0.0 0.0
0.0 0.0 0.0
0.0 0.0 0.0
0.0 0.0 0.0
0.0 0.0 0.0
0.0 0.0 0.0
0.0 -0.1 0.0
0.0 0.0 0.0
-0.1 -0.1 0.0
0.1 0.2 0.1
0.0 0.0 0.0
0.0 0.0 0.0
0.0 0.0 0.0
0.0 0.0 0.0
0.0 0.0 0.0
0.0 0.0 0.0
0.0 0.0 0.0
0.0 0.0 0.0
0.0 0.0 0.0
0.0 0.0 0.0
0.0 0.0 0.0
0.0 0.0 0.0
0.0 0.0 0.0
0.0 0.0 0.0
0.0 0.0 0.0
0.0 0.0 0.0
0.0 0.0 0.0
0.0 0.0 0.0
0.0 0.0 0.0
0.0 0.0 0.0
0.0 0.0 0.0
0.0 0.0 0.0
0.0 0.0 -0.1
0.1 0.1 0.1
0.0 0.0 0.0
0.0 0.0 0.0
0.0 0.0 0.0
0.0 0.0 0.0
0.0 0.0 0.0
0.0 0.0 0.0
0.0 0.0 0.0
0.0 0.0 0.0
0.0 0.0 0.0
0.0 0.0 0.0
0.0 0.0 0.0
0.0 0.0 0.0
0.0 -0.1 0.0
0.0 0.0 0.0
0.0 0.0 0.0



# 2
This record from OMol25 describes a molecular structure, C33H36F3N3OPtS2. The level of theory is ωB97M-V/def2-TZVPD.

Results
Energy above the lowest of the compared OMol25 structures with the same formula, charge and spin   4.79 kcal per mole
Total charge   +2
2S+1   3
Gap between HOMO and LUMO (spin up / spin down)   7.489 / 6.331 eV

Atoms and positions in Å:
Pt1 0.91813 0.14607 0.05965
F1 -3.15136 -0.53884 8.65276
C1 -3.74921 0.03864 7.60460
F2 -4.89098 -0.63050 7.36840
F3 -4.08971 1.28625 7.96273
C2 -2.86952 0.04783 6.38064
C3 -3.33941 0.67949 5.23558
C4 -2.56351 0.69702 4.09304
C5 -1.30561 0.08424 4.08669
C6 -0.84608 -0.54209 5.24572
C7 -1.62548 -0.56238 6.39027
C8 -0.52186 0.09258 2.88851
C9 0.05339 0.09543 1.81565
H1 -4.31008 1.15825 5.24417
H2 -2.91713 1.18965 3.19725
H3 0.12546 -1.01842 5.24374
H4 -1.27011 -1.04879 7.28746
N1 1.73691 0.69009 -1.84918
S1 0.64742 0.50253 -3.04260
C10 1.51402 0.61016 -4.58889
C11 0.78900 0.25729 -5.72221
C12 1.40178 0.34190 -6.96033
C13 2.72411 0.76376 -7.05284
C14 3.43718 1.09592 -5.91166
C15 2.83203 1.01979 -4.66273
C16 -0.34582 1.98682 -3.06906
C17 -0.07121 3.07445 -3.88602
C18 -0.86316 4.20842 -3.77573
C19 -1.90635 4.24823 -2.86114
C20 -2.17174 3.15217 -2.05010
C21 -1.39427 2.01106 -2.15499
H5 2.09516 1.64276 -1.85906
H6 -0.24107 -0.06932 -5.64008
H7 0.85293 0.07615 -7.85327
H8 3.19919 0.82783 -8.02230
H9 4.46664 1.41831 -5.98890
H10 3.38104 1.26432 -3.76341
H11 0.73719 3.03933 -4.60404
H12 -0.66499 5.06238 -4.40896
H13 -2.51939 5.13589 -2.78384
H14 -2.98865 3.18489 -1.34191
H15 -1.59976 1.14817 -1.52880
C22 -5.11080 0.24827 1.01498
C23 -3.92539 -0.55472 0.56431
C24 -3.32698 -0.29273 -0.67444
C25 -2.22726 -1.00949 -1.10029
C26 -1.71008 -2.00670 -0.27683
C27 -2.28079 -2.27901 0.95633
C28 -3.39144 -1.55599 1.36654
S2 -0.24697 -2.89573 -0.69237
C29 -0.69299 -3.59496 -2.27158
O1 0.82154 -1.84769 -1.07278
H16 -5.82625 0.38097 0.20395
H17 -4.79515 1.24346 1.33655
H18 -5.62088 -0.22864 1.84964
H19 -3.74283 0.47722 -1.31369
H20 -1.77154 -0.78980 -2.05902
H21 -1.86019 -3.04471 1.59634
H22 -3.84194 -1.76988 2.32752
H23 -0.95808 -2.79710 -2.96222
H24 -1.53033 -4.27457 -2.12023
H25 0.17331 -4.14263 -2.63716
N2 5.58078 -1.03736 1.62198
C30 4.54164 -0.82488 2.69504
C31 3.32322 -0.15058 2.09009
N3 2.78739 -0.89086 0.94353
C32 3.79895 -1.13203 -0.08956
C33 5.03073 -1.82941 0.46134
H26 6.39501 -1.51351 2.01444
H27 5.91090 -0.12891 1.28673
H28 4.98889 -0.22056 3.48223
H29 4.30713 -1.81128 3.09512
H30 3.56936 0.86023 1.75330
H31 2.53826 -0.05105 2.83943
H32 2.37221 -1.76713 1.25055
H33 4.06127 -0.16941 -0.53510
H34 3.34834 -1.72754 -0.88222
H35 5.81591 -1.91771 -0.28735
H36 4.79991 -2.82130 0.85008

Forces on the atoms, in the same order (eV/Å):
0.2 0.0 -0.4
0.0 0.0 0.0
0.0 0.0 0.0
0.0 0.0 0.0
0.0 0.0 0.0
0.0 0.0 0.0
0.0 0.0 0.0
0.0 0.0 0.0
0.0 0.0 0.1
0.0 0.0 0.0
0.0 0.0 0.0
0.0 -0.1 -0.1
-0.1 -0.1 0.3
0.0 0.0 0.0
0.0 0.0 0.0
0.0 0.0 0.0
0.0 0.0 0.0
0.0 0.0 0.1
0.1 0.2 0.0
-0.1 0.0 0.0
0.1 0.0 0.0
0.0 0.0 0.0
0.0 0.0 0.0
0.0 0.0 0.1
0.0 0.0 0.0
0.0 0.0 -0.1
0.0 0.0 0.0
0.0 0.0 0.0
0.0 0.0 0.0
0.0 0.0 0.0
0.1 0.0 0.0
0.0 0.0 -0.1
0.0 0.0 0.0
0.0 0.0 0.0
0.0 0.0 0.0
0.0 0.0 0.0
0.0 0.0 0.0
0.0 0.0 0.0
0.0 0.0 0.0
0.0 0.0 0.0
0.0 0.0 0.0
0.2 0.4 -0.1
0.0 0.0 0.0
0.0 0.0 0.0
-0.1 -0.1 0.1
0.0 -0.2 0.0
-0.1 0.0 0.0
0.0 0.0 0.0
0.0 0.0 0.0
0.0 0.0 0.1
0.0 0.0 0.0
0.0 0.0 0.1
0.0 0.0 0.0
0.0 0.0 0.0
0.0 0.0 0.0
0.0 0.0 0.0
0.0 -0.2 0.0
0.0 0.0 0.0
0.0 0.0 0.0
0.0 0.0 0.0
0.0 0.0 0.0
0.0 0.0 0.0
0.0 0.0 0.0
0.0 0.0 0.0
-0.1 0.0 0.0
0.1 0.1 0.0
-0.1 0.0 0.0
0.0 0.0 0.0
0.0 0.0 0.0
0.0 0.0 0.0
0.0 0.0 0.0
0.0 0.0 0.0
0.0 0.0 0.0
0.0 0.0 0.0
-0.1 0.0 0.0
0.0 0.0 0.0
0.0 0.0 0.0
0.0 0.0 0.0
0.0 0.0 0.0



# 3
This record from OMol25 describes a molecular structure, C33H36N3O4PPtS6. The level of theory is ωB97M-V/def2-TZVPD.

Results
Energy above the lowest of the compared OMol25 structures with the same formula, charge and spin   44.58 kcal per mole
Gap between HOMO and LUMO   6.281 eV

Atoms and positions in Å:
Pt1 0.41285 0.13543 0.22597
C1 -1.52213 4.17491 -3.30532
C2 -0.08373 4.05822 -2.86829
C3 0.82301 4.98713 -3.37363
C4 2.16739 4.96025 -3.04201
C5 2.64469 3.98378 -2.18301
C6 1.76248 3.05448 -1.66325
C7 0.40365 3.07752 -1.98821
P1 -0.58687 1.82208 -1.10448
C8 -1.75028 1.22841 -2.39579
C9 -1.04683 0.71621 -3.49252
C10 -1.70287 0.17516 -4.58056
C11 -3.09065 0.15217 -4.59356
C12 -3.79158 0.64992 -3.51118
C13 -3.14878 1.17357 -2.38862
C14 -4.01364 1.63016 -1.24269
C15 -1.34554 2.77800 0.25724
C16 -1.61239 4.13900 0.20518
C17 -1.99161 4.82862 1.34836
C18 -2.02323 4.16604 2.56559
C19 -1.72222 2.81438 2.62951
C20 -1.42642 2.08670 1.47883
C21 -1.22402 0.62541 1.52316
H1 -1.77931 5.22381 -3.45523
H2 -2.20741 3.75033 -2.57995
H3 -1.67124 3.65348 -4.25373
H4 0.45378 5.76009 -4.03798
H5 2.83756 5.70585 -3.44999
H6 3.69386 3.95351 -1.92099
H7 2.12630 2.28922 -0.98724
H8 0.03838 0.75442 -3.48127
H9 -1.13598 -0.22261 -5.41299
H10 -3.62591 -0.25231 -5.44294
H11 -4.87433 0.60959 -3.51912
H12 -4.80125 0.89491 -1.07054
H13 -4.50021 2.58005 -1.47863
H14 -3.45262 1.76768 -0.32522
H15 -1.49236 4.68235 -0.72224
H16 -2.23042 5.88235 1.28925
H17 -2.28113 4.70400 3.46871
H18 -1.72966 2.30782 3.58733
H19 -1.98462 0.05747 0.98674
H20 -1.07952 0.24074 2.52800
C22 2.01604 -6.84039 -6.89033
C23 1.34102 -5.63956 -6.24830
S1 0.57371 -6.15164 -4.70082
O1 -0.27749 -7.28491 -4.93622
O2 1.60557 -6.25866 -3.69713
C24 -0.44281 -4.72451 -4.23083
C25 -0.86308 -4.91445 -2.77085
N1 -1.05266 -3.64234 -2.09198
C26 -0.08099 -2.93864 -1.46617
N2 -0.55973 -1.81220 -0.94872
C27 -1.88146 -1.78768 -1.23052
C28 -2.21234 -2.90353 -1.95194
N3 -3.45838 -3.18177 -2.55371
O3 -3.53378 -4.09861 -3.35860
O4 -4.39279 -2.47519 -2.23174
C29 1.33193 -3.38420 -1.40036
H21 2.47418 -6.55490 -7.83536
H22 1.28701 -7.62929 -7.06791
H23 2.79386 -7.23026 -6.23438
H24 0.54287 -5.22812 -6.86722
H25 2.05225 -4.86189 -5.97135
H26 -1.30551 -4.65132 -4.88982
H27 0.20763 -3.85641 -4.34919
H28 -0.07805 -5.45946 -2.24912
H29 -1.78322 -5.48371 -2.72811
H30 -2.54160 -0.99735 -0.92790
H31 1.41257 -4.43169 -1.10932
H32 1.86213 -2.77217 -0.67785
H33 1.81960 -3.27836 -2.37216
C30 3.43817 -3.48855 3.35670
S2 4.69782 -2.20137 3.11867
C31 4.27888 -1.51652 1.55837
C32 3.11825 -0.93738 1.17776
S3 1.64971 -0.72864 2.06605
S4 3.08832 -0.31166 -0.45752
C33 4.71862 -0.75524 -0.93475
S5 5.33910 -0.45993 -2.41494
S6 5.56803 -1.52398 0.36191
H34 3.65066 -3.91366 4.33561
H35 3.54264 -4.25266 2.58991
H36 2.44503 -3.05287 3.34228

Forces on the atoms, in the same order (eV/Å):
-0.6 1.5 0.5
0.1 0.0 0.0
0.0 0.0 0.1
0.0 0.0 0.0
0.0 0.0 0.0
0.1 0.1 -0.1
0.0 -0.1 0.0
0.3 -0.2 0.1
-0.1 -0.5 0.6
0.0 0.1 0.0
0.0 0.0 0.1
0.1 0.0 0.0
0.0 0.0 0.0
0.0 -0.1 0.0
0.1 0.0 0.0
0.0 0.0 -0.1
0.0 0.1 0.0
-0.1 0.0 -0.1
0.0 0.0 0.1
0.0 0.1 -0.1
-0.1 -0.2 0.0
-0.3 0.6 0.0
1.6 -0.4 -1.1
0.0 0.0 0.0
-0.1 0.0 0.0
-0.1 0.0 0.0
0.0 0.0 0.0
0.0 0.0 0.0
0.0 -0.1 0.0
0.0 0.1 0.0
0.0 -0.1 0.0
0.0 0.0 0.0
0.0 0.0 0.0
0.0 0.0 0.0
0.0 0.0 0.0
0.0 0.0 0.0
0.0 0.0 0.1
0.0 0.0 0.0
0.1 0.0 0.0
0.0 0.0 0.0
0.0 0.0 0.0
-0.3 0.1 0.3
0.1 -0.1 0.0
0.0 -0.1 0.1
-0.2 -0.1 0.4
0.0 0.4 -0.1
-0.2 0.0 -0.1
0.1 0.1 0.0
0.2 -0.4 0.0
0.1 -0.1 -0.2
-0.2 -0.1 -0.2
-0.2 0.1 0.0
0.0 -0.7 -0.2
-0.1 -0.3 -0.2
0.5 0.5 0.3
-0.4 -0.2 0.0
0.1 -0.1 -0.1
0.0 0.1 0.0
0.0 -0.1 0.0
0.0 0.0 0.0
0.0 0.0 -0.1
0.0 0.0 0.0
0.0 0.0 0.0
0.0 0.1 -0.1
0.0 0.0 -0.1
0.0 0.0 0.0
-0.1 0.1 0.1
0.0 0.0 0.1
0.0 0.1 0.0
0.0 0.0 0.0
0.0 0.0 0.0
0.0 0.0 0.0
0.3 0.1 -0.2
-0.1 0.1 0.1
0.0 0.0 -0.1
0.2 -0.2 0.1
-0.4 -0.1 -0.1
0.3 0.0 0.4
-0.1 -0.1 0.1
0.0 0.1 -0.2
-0.3 0.1 -0.2
0.0 0.0 0.0
-0.1 0.0 0.0
-0.1 0.0 0.0



# 4
This record from OMol25 describes 2 unconnected molecules or ions with the total composition C33H36N3S. The level of theory is ωB97M-V/def2-TZVPD.

Results
Total charge   +1
Gap between HOMO and LUMO   4.391 eV

Atoms and positions in Å:
C1 -4.56390 0.76090 -2.45474
C2 -4.69017 0.22673 -3.87432
N1 -3.42958 -0.28220 -4.33524
C3 -3.29272 -1.03153 -5.56371
C4 -1.78983 -1.39340 -5.60986
C5 -1.19079 -0.64335 -4.46479
C6 0.07678 -0.51719 -3.95588
C7 0.28737 0.21816 -2.72717
C8 1.54235 0.11647 -2.10047
C9 2.05412 0.89109 -1.02671
C10 3.43130 1.31656 -1.04936
C11 3.89666 2.17411 -0.08045
C12 3.01266 2.55213 0.95035
N2 3.65496 3.28321 1.88904
C13 3.07556 3.63244 3.15551
C14 1.55934 3.66200 3.04441
C15 0.99199 2.40558 2.36322
C16 1.70096 2.08526 1.08852
C17 1.23600 1.24217 0.08771
C18 5.08940 3.27639 1.68112
C19 5.23808 2.75625 0.23280
C20 -0.78076 1.04133 -2.22335
C21 -2.06952 0.90366 -2.71655
C22 -2.23616 0.02255 -3.79107
C23 -3.29814 1.61264 -2.25603
H1 -5.44608 1.36138 -2.22191
H2 -4.54338 -0.08326 -1.75561
H3 -5.42746 -0.58724 -3.93189
H4 -5.02426 1.02575 -4.55668
H5 -3.95630 -1.90674 -5.55507
H6 -3.58532 -0.39915 -6.41987
H7 -1.67053 -2.47847 -5.50136
H8 -1.35079 -1.10817 -6.57028
H9 0.93412 -0.96961 -4.45779
H10 2.23782 -0.61447 -2.54364
H11 4.08017 0.99195 -1.86325
H12 3.40150 2.91470 3.92935
H13 3.47650 4.61412 3.43514
H14 1.13278 3.76435 4.04285
H15 1.25869 4.54211 2.46639
H16 1.08747 1.54675 3.05243
H17 -0.07642 2.53045 2.15515
H18 0.23045 0.83266 0.16272
H19 5.50589 4.27470 1.85176
H20 5.57529 2.59286 2.40261
H21 6.05822 2.03856 0.14188
H22 5.46625 3.60417 -0.42737
H23 -0.59113 1.78542 -1.45247
H24 -3.41591 2.54525 -2.83280
H25 -3.17740 1.89681 -1.20600
C24 -2.48565 -4.18812 1.88897
S1 -1.62144 -3.15548 0.62716
C25 -3.13668 -2.30911 0.04006
C26 -0.74299 -1.99660 1.52327
C27 0.05947 -2.33109 2.64485
C28 0.20054 -1.40906 3.73881
C29 1.04254 -1.70714 4.79665
C30 1.79898 -2.89153 4.79902
C31 2.79373 -3.11853 5.80486
N3 3.64243 -3.29353 6.59113
C32 1.60403 -3.84139 3.78204
C33 0.73948 -3.58684 2.72999
H26 -1.74672 -4.66860 2.53838
H27 -3.16511 -3.55133 2.46807
H28 -3.05762 -4.93601 1.31590
H29 -2.84353 -1.44270 -0.56801
H30 -3.66350 -3.05415 -0.57423
H31 -3.75828 -2.01137 0.89492
H32 -0.89731 -0.94407 1.27864
H33 -0.37537 -0.47589 3.71454
H34 1.14460 -1.01477 5.63134
H35 2.14781 -4.78752 3.81268
H36 0.63442 -4.31199 1.91371

Forces on the atoms, in the same order (eV/Å):
0.1 -0.1 0.3
-0.4 0.4 -0.2
0.7 0.2 0.4
-0.1 -0.1 -0.6
0.0 -0.6 -0.7
1.0 0.5 0.6
-0.6 -0.4 0.1
0.3 0.1 0.0
0.1 0.3 -0.6
-0.1 -0.1 0.6
-0.1 0.0 0.3
-0.8 -0.8 -0.4
0.5 0.0 0.7
-0.3 -0.1 -0.5
0.1 0.0 0.4
-0.3 0.1 -0.2
-0.3 -0.2 0.5
0.0 -0.6 -0.7
0.3 0.9 0.0
0.4 -0.2 0.1
0.7 0.5 -0.2
-0.7 -0.3 -0.4
1.1 0.0 0.3
-0.8 -0.6 -0.3
-0.3 0.6 0.1
0.1 -0.1 0.0
0.0 0.1 -0.1
0.1 0.2 0.1
0.0 -0.2 0.1
0.2 0.2 0.0
0.0 -0.2 0.2
0.1 0.2 0.0
0.0 -0.1 0.1
-0.2 -0.1 0.3
-0.1 0.6 -0.2
-0.2 0.0 0.2
-0.1 0.1 -0.2
-0.2 -0.1 0.1
0.0 0.0 -0.1
0.1 0.0 0.1
-0.1 0.2 -0.2
0.1 0.0 0.2
0.3 -0.1 0.1
0.0 -0.1 -0.2
-0.2 0.2 -0.2
-0.2 0.1 0.0
-0.1 -0.2 0.0
0.0 -0.3 -0.1
0.0 -0.2 0.2
-0.2 0.0 -0.1
-0.3 -0.1 -0.4
-0.4 -0.2 0.5
0.3 -0.1 0.0
-0.5 1.1 -0.3
0.4 -0.5 0.4
0.2 -0.5 -0.5
0.1 0.2 -0.3
-0.2 -0.2 -0.2
1.5 -0.4 1.5
-1.7 0.3 -1.5
-0.1 -0.1 0.0
-0.1 0.6 0.3
-0.1 0.2 -0.3
0.3 -0.1 -0.1
0.3 0.2 0.3
0.0 -0.3 0.2
0.2 0.3 0.1
0.3 0.0 -0.2
-0.5 -0.4 0.1
0.2 -0.4 0.1
0.0 -0.1 -0.2
-0.1 0.3 0.0
0.1 0.3 0.3



| no. | maximum force (eV/Å) |
| --- | --- |
| 1 | 0.227 |
| 2 | 0.414 |
| 3 | 2.000 |
| 4 | 2.261 |